(1)
C2H4O2 | ωB97M-V with the def2-TZVPD basis set

```
! RIJCOSX wB97M-V def2-TZVPD def2/J DEFGRID3
* xyz 0 1
C 2.35 -1.80 3.00
O 2.11 -0.73 3.59
H 2.79 -1.88 1.98
H 2.11 -2.75 3.53
C -4.43 2.10 5.13
O -5.10 2.12 4.14
H -3.55 1.41 5.17
H -4.71 2.62 6.07
*
```

As for the energy relative to the best compared isomer or geometry (same formula, charge and spin): 245.07 kJ/mol. The highest occupied orbital energy comes out at -10.18 eV. As for the largest force on an atom: 3.13 eV/A. The gap between HOMO and LUMO comes out at 10.800 eV. The SMILES is C=O.C=O. As for the LUMO energy: 0.618 eV.

---

(2)
C2H4O2P | ωB97M-V with the def2-TZVPD basis set

```
! RIJCOSX wB97M-V def2-TZVPD def2/J DEFGRID3
* xyz -1 3
C -1.26 -0.59 -0.60
C -0.39 0.38 -0.29
O 1.54 1.51 1.38
O 1.00 -1.01 1.71
P 1.15 0.29 0.70
H -1.99 -0.36 -1.41
H -1.17 -1.47 0.06
H -0.62 1.33 -0.92
H 1.74 -0.07 -0.62
*
```

As for the energy relative to the best compared isomer or geometry (same formula, charge and spin): 113.97 kJ/mol. The highest occupied orbital energy (spin up / spin down) comes out at -1.55 / -4.42 eV. As for the largest force on an atom: 10.61 eV/A. The gap between HOMO and LUMO (spin up / spin down) comes out at 5.822 / 5.980 eV. Its expectation value of S² is 2.007. As for the LUMO energy (spin up / spin down): 4.268 / 1.562 eV.

---

(3)
C2H4O2S | ωB97M-V with the def2-TZVPD basis set

```
! RIJCOSX wB97M-V def2-TZVPD def2/J DEFGRID3
* xyz 0 1
C -0.03 0.78 0.10
C -0.48 -0.63 -0.17
O -3.10 -0.59 0.58
O -1.59 1.42 0.11
S -2.25 -0.02 -0.43
H 0.38 1.02 1.07
H 0.46 1.30 -0.72
H -0.04 -1.07 -1.05
H -0.39 -1.30 0.68
*
```

As for the energy relative to the best compared isomer or geometry (same formula, charge and spin): 226.72 kJ/mol. The highest occupied orbital energy comes out at -9.36 eV. As for the largest force on an atom: 3.34 eV/A. The gap between HOMO and LUMO comes out at 9.873 eV. As for the LUMO energy: 0.514 eV.

---

(4)
C2H4O3 | ωB97M-V with the def2-TZVPD basis set

```
! RIJCOSX wB97M-V def2-TZVPD def2/J DEFGRID3
* xyz 0 1
O 0.46 -1.75 -1.07
C -0.41 -1.26 -1.72
O -0.96 -0.04 -1.57
H -0.85 -1.66 -2.66
H -0.46 0.41 -0.85
C 0.51 1.12 1.98
O 0.16 0.63 0.94
H 1.29 1.89 2.02
H 0.26 0.65 2.94
*
```

As for the energy relative to the best compared isomer or geometry (same formula, charge and spin): 106.15 kJ/mol. The highest occupied orbital energy comes out at -10.48 eV. As for the largest force on an atom: 1.87 eV/A. The gap between HOMO and LUMO comes out at 10.788 eV. The SMILES is O=CO.C=O. As for the LUMO energy: 0.305 eV.

---

(5)
C2H4O3 | ωB97M-V with the def2-TZVPD basis set

```
! RIJCOSX wB97M-V def2-TZVPD def2/J DEFGRID3
* xyz 0 1
C -1.68 -0.57 -0.30
C -1.16 -0.18 0.97
O -1.40 0.75 0.20
O 1.67 -0.08 -0.37
O 2.19 0.98 0.43
H -0.92 -0.79 -1.05
H -2.70 -0.71 -0.35
H 3.13 0.90 0.24
H 0.88 -0.32 0.23
*
```

As for the energy relative to the best compared isomer or geometry (same formula, charge and spin): 711.78 kJ/mol. The highest occupied orbital energy comes out at -10.04 eV. As for the largest force on an atom: 4.18 eV/A. The gap between HOMO and LUMO comes out at 10.362 eV. As for the LUMO energy: 0.323 eV.

---

(6)
C2H4O3 | ωB97M-V with the def2-TZVPD basis set

```
! RIJCOSX wB97M-V def2-TZVPD def2/J DEFGRID3
* xyz 0 1
O -0.04 -2.20 1.01
C -1.02 -2.04 1.57
O -2.03 -1.93 2.11
C 0.14 0.51 -0.14
O 0.97 -0.15 -1.07
H 0.54 0.44 0.88
H -0.88 0.11 -0.14
H 0.08 1.57 -0.41
H 1.20 -1.01 -0.71
*
```

As for the energy relative to the best compared isomer or geometry (same formula, charge and spin): 0.00 kJ/mol. The highest occupied orbital energy comes out at -10.43 eV. As for the largest force on an atom: 1.69 eV/A. The gap between HOMO and LUMO comes out at 10.862 eV. The SMILES is O=C=O.CO. As for the LUMO energy: 0.432 eV.

---

(7)
C2H4O3P | ωB97M-V with the def2-TZVPD basis set

```
! RIJCOSX wB97M-V def2-TZVPD def2/J DEFGRID3
* xyz -1 1
C -0.61 -0.53 2.49
C 0.32 0.66 -1.74
O -0.91 0.54 2.88
O -0.38 -1.68 2.52
O 1.75 0.56 -1.92
P -0.11 0.02 -0.03
H -0.16 1.76 -1.81
H 1.82 -0.31 -2.02
H -1.45 0.42 -0.16
H -0.27 -1.43 -0.23
*
```

As for the energy relative to the best compared isomer or geometry (same formula, charge and spin): 500.43 kJ/mol. The highest occupied orbital energy (spin up / spin down) comes out at -1.43 / -1.43 eV. As for the largest force on an atom: 5.51 eV/A. The gap between HOMO and LUMO (spin up / spin down) comes out at 5.101 / 5.100 eV. As for the LUMO energy (spin up / spin down): 3.666 / 3.666 eV.

---

(8)
C2H4O3P | ωB97M-V with the def2-TZVPD basis set

```
! RIJCOSX wB97M-V def2-TZVPD def2/J DEFGRID3
* xyz -1 1
C 0.62 -0.58 -0.87
C -0.42 0.18 -0.14
O 2.13 -1.29 -3.19
O -0.35 -0.57 -3.42
O 0.33 -1.88 -1.22
P 0.84 -0.89 -2.60
H 2.11 -0.58 0.39
H -0.08 1.19 0.11
H -0.70 -0.34 0.78
H -1.30 0.24 -0.78
*
```

As for the energy relative to the best compared isomer or geometry (same formula, charge and spin): 303.19 kJ/mol. The highest occupied orbital energy (spin up / spin down) comes out at -4.35 / -4.35 eV. As for the largest force on an atom: 2.76 eV/A. The gap between HOMO and LUMO (spin up / spin down) comes out at 8.575 / 8.575 eV. As for the LUMO energy (spin up / spin down): 4.225 / 4.225 eV.

---

> The highest largest force on an atom belongs to which entry?

C2H4O2P